No. 1
C26H34N4O4 | ωB97M-V/def2-TZVPD

Calculated values
E_LUMO: 0.75 eV
HOMO energy: -0.3087 Ha
SMILES string: CCCCOc1ccc(N(CC(=O)NC2CCCC2)C(=O)CCC(=O)Nc2ccccn2)cc1
Relative energy (zero: lowest compared OMol25 entry of this formula, charge and spin): 13.2 kcal per mole
Orbital gap: 9.15 eV
Electronic energy: -41666.5002 eV

The geometry in XYZ format:
```
68
Properties=species:S:1:pos:R:3:nbo_charge:R:1
C -9.02340 -1.22390 0.25287 -0.5974
C -7.51811 -1.38725 0.42163 -0.3924
C -6.80154 -0.04028 0.39308 -0.4081
C -5.29444 -0.19826 0.56023 -0.0565
O -4.71699 1.09229 0.51843 -0.4927
C -3.36888 1.20838 0.57783 0.3206
C -2.48103 0.15257 0.76001 -0.3055
C -1.11869 0.38667 0.78557 -0.1383
C -0.61944 1.66897 0.61714 0.0780
N 0.78620 1.87662 0.64207 -0.4356
C 1.47096 1.44798 1.85515 -0.2994
C 2.16047 0.07240 1.73897 0.6703
O 1.68088 -0.92914 2.23331 -0.6389
N 3.32266 0.12548 1.07943 -0.6391
C 4.26138 -0.97141 0.99850 -0.0591
C 5.55866 -0.61394 1.73851 -0.4119
C 6.41884 0.15042 0.71562 -0.4166
C 5.73861 -0.04722 -0.65113 -0.4201
C 4.74834 -1.19041 -0.43304 -0.3977
C 1.52118 2.39986 -0.36143 0.7017
O 2.74050 2.49544 -0.26992 -0.6763
C 0.81649 2.82490 -1.63581 -0.4888
C 1.05541 1.77766 -2.73598 -0.4784
C 0.30183 0.50700 -2.37931 0.6902
O -0.86993 0.35227 -2.64054 -0.6051
N 1.07130 -0.40324 -1.71929 -0.6236
C 0.71404 -1.65017 -1.21224 0.3620
C -0.58332 -2.15925 -1.24238 -0.2882
C -0.79704 -3.39693 -0.66502 -0.1554
C 0.26750 -4.07933 -0.09292 -0.2824
C 1.51840 -3.48845 -0.13937 0.0759
N 1.74036 -2.30825 -0.68744 -0.4637
C -1.50544 2.73622 0.49635 -0.2143
C -2.86284 2.50638 0.46826 -0.2397
H -9.43231 -0.61065 1.05249 0.2024
H -9.51756 -2.19213 0.27535 0.2094
H -9.25035 -0.74410 -0.69628 0.2027
H -7.31067 -1.88766 1.37030 0.1951
H -7.12928 -2.02048 -0.37899 0.1953
H -6.99555 0.46511 -0.55432 0.2058
H -7.17659 0.59889 1.19413 0.2048
H -4.88768 -0.81922 -0.24963 0.1728
H -5.07053 -0.68320 1.52094 0.1707
H -2.83295 -0.85878 0.88283 0.2227
H -0.44053 -0.43605 0.94932 0.2351
H 0.73392 1.39066 2.65718 0.2344
H 2.22853 2.19922 2.10021 0.2266
H 3.59581 1.01163 0.66727 0.4330
H 3.75602 -1.84263 1.41830 0.2375
H 6.05756 -1.53191 2.04794 0.2078
H 5.35503 -0.02487 2.63154 0.2146
H 6.47975 1.20879 0.96580 0.2078
H 7.43516 -0.24217 0.70462 0.2078
H 6.45848 -0.27599 -1.43561 0.2130
H 5.20688 0.85962 -0.94273 0.2022
H 5.26280 -2.15032 -0.48251 0.2037
H 3.93098 -1.20887 -1.14970 0.2216
H -0.25420 2.95028 -1.49910 0.2397
H 1.25995 3.77187 -1.94971 0.2417
H 0.65240 2.15770 -3.67546 0.2414
H 2.12431 1.59303 -2.84965 0.2200
H 2.04074 -0.17627 -1.53254 0.4220
H -1.37834 -1.59177 -1.69406 0.2613
H -1.78905 -3.82531 -0.65918 0.2157
H 0.12922 -5.04152 0.37353 0.2196
H 2.38940 -3.97517 0.27786 0.1921
H -1.12846 3.74678 0.43430 0.2203
H -3.56100 3.32142 0.36380 0.2254
```

***

No. 2
C26H34N6O4S2SeV | ωB97M-V/def2-TZVPD

Calculated values
E_LUMO (spin up / spin down): 4.37 / 4.36 eV
Total charge: -2
HOMO energy (spin up / spin down): 0.0246 / -0.0675 Ha
⟨S²⟩: 3.811
Orbital gap (spin up / spin down): 3.70 / 6.20 eV
Electronic energy: -157346.5922 eV
Multiplicity: 4

The geometry in XYZ format:
```
74
Properties=species:S:1:pos:R:3:lowdin_spin:R:1
V -2.07801 1.06687 -0.17717 2.1804
C -1.14900 -4.01611 0.52223 0.0005
N -1.84735 -3.01668 1.32036 0.0017
C -3.09641 -2.57410 0.71840 0.0026
C -1.07150 -2.03345 1.92597 0.0042
N -1.39777 -0.80211 1.86800 -0.0007
C -0.86957 0.10314 2.82720 0.0281
C -1.05396 -0.18100 4.17988 0.0531
C -0.58748 0.68667 5.16600 0.0113
C 0.06834 1.84268 4.80556 0.0592
C 0.25686 2.18003 3.44442 0.0101
C 0.92835 3.38059 3.08600 0.1871
C 1.11224 3.71044 1.73988 0.0464
C 0.64763 2.89121 0.73650 0.1281
C -0.03871 1.67977 1.02927 0.0877
N -0.31779 0.74852 -0.00493 0.0042
C 1.08130 0.01073 -2.37223 0.0062
N 0.26644 -0.69971 -3.35282 0.0013
C 0.17834 -2.13104 -3.12664 0.0011
C -1.00857 -0.19381 -3.82261 0.0038
N 2.42438 -0.58162 -2.60423 0.0005
C 2.95757 -0.55287 -3.94531 0.0001
C 3.40442 -0.86561 -1.58109 0.0004
C -0.22803 1.29634 2.42304 0.0319
N 0.07906 -2.57484 2.53257 0.0008
C -0.10360 -3.57041 3.56581 0.0011
C 1.24256 -1.73350 2.73138 0.0019
H -1.89014 -4.71481 0.13330 0.0000
H -0.42596 -4.57512 1.11196 0.0000
H -0.62062 -3.56599 -0.32767 0.0003
H -3.71382 -3.45075 0.51648 0.0002
H -2.93501 -2.03822 -0.21801 0.0023
H -3.63793 -1.91478 1.38825 0.0002
H -1.61247 -1.06975 4.44702 0.0045
H -0.75494 0.45389 6.21242 -0.0006
H 0.44107 2.52710 5.56175 0.0021
H 1.30489 4.02176 3.87625 0.0133
H 1.63131 4.62656 1.47470 -0.0017
H 0.80127 3.15558 -0.29840 0.0073
H 1.13607 -2.53506 -2.79953 0.0004
H -0.10158 -2.61285 -4.06832 0.0001
H -0.58210 -2.38382 -2.37442 0.0002
H -0.93171 0.83806 -4.15340 0.0005
H -1.80754 -0.24489 -3.07936 0.0029
H -1.29818 -0.80898 -4.68183 0.0003
H 2.15305 -0.35085 -4.64805 0.0000
H 3.39421 -1.52774 -4.20660 0.0000
H 3.73982 0.20666 -4.09256 0.0000
H 3.02825 -1.50919 -0.78902 0.0003
H 3.82653 0.02339 -1.08952 0.0002
H 4.22699 -1.39939 -2.06802 0.0000
H -1.03214 -4.11226 3.39846 0.0001
H -0.14190 -3.11042 4.56266 0.0006
H 0.72685 -4.28644 3.55702 0.0000
H 1.30853 -0.99137 1.93633 0.0007
H 2.13533 -2.36775 2.68641 -0.0001
H 1.22943 -1.20740 3.69002 0.0008
S 0.69570 -0.43264 -0.56850 0.0251
C 1.03329 1.57390 -2.54407 0.0003
C 2.30275 2.17794 -2.58132 0.0011
C 2.51983 3.52708 -2.78039 -0.0001
C 1.42460 4.35756 -2.96273 0.0006
C 0.16246 3.81543 -2.84878 -0.0005
C -0.09071 2.45217 -2.57246 0.0017
S -1.81948 2.11611 -2.29033 0.0070
H 3.17135 1.56362 -2.42663 0.0000
H 3.53188 3.91396 -2.78810 -0.0001
H 1.54845 5.41973 -3.14630 0.0001
H -0.70785 4.45778 -2.90730 0.0000
O -5.77723 0.12704 0.86447 0.0056
Se -4.72923 1.20427 0.23905 0.0108
O -3.43064 1.48743 1.28569 0.0332
O -3.83138 0.49627 -1.01448 0.0254
O -5.40105 2.59702 -0.25160 0.0015
```

***

No. 3
C26H34N6PtSSeSi2 | ωB97M-V/def2-TZVPD

Calculated values
E_LUMO (spin up / spin down): -1.12 / -2.15 eV
HOMO energy (spin up / spin down): -0.2199 / -0.2951 Ha
Relative energy (zero: lowest compared OMol25 entry of this formula, charge and spin): 5.3 kcal per mole
⟨S²⟩: 2.031
Orbital gap (spin up / spin down): 4.86 / 5.88 eV
Electronic energy: -131638.1152 eV
Multiplicity: 3

The geometry in XYZ format:
```
71
Properties=species:S:1:pos:R:3:lowdin_spin:R:1
Pt -0.80401 0.23793 0.52961 0.0328
N 2.68981 -0.51944 -2.49927 0.0101
C 1.83097 -1.06103 -1.59879 0.0455
S 2.34723 -1.85421 -0.22814 0.1940
N 0.52814 -0.97292 -2.01475 0.4456
N -0.41944 -1.09594 -1.07992 0.3347
C -1.50819 -1.84360 -1.42196 0.2526
C -1.40426 -2.84784 -2.49489 0.0243
C -0.30416 -3.70461 -2.55076 0.0275
C -0.19542 -4.63574 -3.57215 -0.0023
C -1.17199 -4.71299 -4.55533 0.0250
C -2.26312 -3.85471 -4.51446 -0.0001
C -2.38143 -2.92905 -3.48992 0.0264
C -2.64749 -1.68994 -0.62302 0.0885
C -3.78239 -2.53774 -0.71632 0.0772
C -4.90946 -2.25768 -0.00580 0.0416
C -4.92288 -1.11649 0.81910 0.1246
C -3.77096 -0.38473 0.95363 0.0123
N -2.62194 -0.66520 0.31578 0.1563
H 3.66341 -0.75313 -2.42150 0.0017
H 2.31818 -0.24745 -3.39500 0.0004
H 0.45575 -3.64361 -1.78169 0.0027
H 0.65740 -5.30226 -3.59974 -0.0006
H -1.08118 -5.43641 -5.35560 0.0016
H -3.02050 -3.90123 -5.28666 -0.0004
H -3.22207 -2.24703 -3.46752 0.0008
H -3.72745 -3.40451 -1.35793 0.0029
H -5.77567 -2.90274 -0.07160 0.0000
H -5.80494 -0.82424 1.37019 0.0073
H -3.75681 0.46727 1.61032 -0.0013
C -2.23856 4.01595 3.35064 0.0004
Si -0.90236 3.17874 2.31950 0.0015
C 0.73818 3.61999 3.13424 0.0003
C -0.96446 4.01308 0.62800 0.0003
C -1.30275 1.35132 2.23583 0.0193
Si -1.10003 0.25898 3.75072 0.0041
C -1.89799 -1.42029 3.48071 0.0007
C -1.96807 1.05903 5.22095 0.0018
C 0.65485 -0.10012 4.33736 0.0001
H -2.07934 5.09775 3.38295 0.0001
H -2.26068 3.64823 4.37785 0.0000
H -3.22725 3.84138 2.91449 0.0000
H 1.60432 3.40242 2.50600 0.0002
H 0.86960 3.09993 4.08678 0.0000
H 0.75542 4.69402 3.34275 0.0001
H -1.55827 4.92971 0.67946 0.0000
H -1.42932 3.35870 -0.11038 0.0002
H 0.02793 4.28573 0.26068 0.0000
H -2.39824 1.42377 2.24527 0.0002
H -2.96177 -1.33156 3.24717 0.0001
H -1.80607 -2.03179 4.38357 -0.0001
H -1.41936 -1.95511 2.65721 0.0006
H -2.98845 1.35997 4.96800 0.0000
H -1.43445 1.95081 5.56150 0.0000
H -2.02263 0.36491 6.06487 0.0003
H 1.14115 -0.86750 3.72937 0.0000
H 0.58797 -0.49871 5.35435 0.0000
H 1.29657 0.78072 4.38041 0.0000
Se 2.40937 0.81322 1.52004 0.0121
N 1.03390 1.10605 0.42366 0.0058
C 1.47793 1.82686 -0.60272 0.0050
C 0.71679 2.19970 -1.75054 0.0063
C 1.33288 2.91149 -2.72354 0.0002
C 2.70984 3.30398 -2.62402 0.0049
C 3.46432 2.96853 -1.55234 -0.0001
C 2.86557 2.19794 -0.50842 0.0043
N 3.51847 1.76277 0.55579 -0.0009
H -0.31782 1.89741 -1.81849 0.0008
H 0.77384 3.20210 -3.60401 -0.0001
H 3.14404 3.88199 -3.42989 0.0003
H 4.50441 3.25053 -1.46147 -0.0001
```

***

No. 4
C26H35AsBrF5N4OSV | ωB97M-V/def2-TZVPD

Calculated values
E_LUMO (spin up / spin down): -2.71 / -2.40 eV
Total charge: +1
HOMO energy (spin up / spin down): -0.3736 / -0.3739 Ha
Relative energy (zero: lowest compared OMol25 entry of this formula, charge and spin): 4.5 kcal per mole
⟨S²⟩: 2.026
Orbital gap (spin up / spin down): 7.46 / 7.78 eV
Electronic energy: -216524.2042 eV
Multiplicity: 3

The geometry in XYZ format:
```
75
Properties=species:S:1:pos:R:3:lowdin_spin:R:1
V 0.44975 0.31958 0.39332 1.9730
N 0.43008 0.36124 2.61789 -0.0023
C 1.47047 -0.39943 3.33840 0.0027
C 2.85636 0.16232 3.07013 0.0004
C 3.33016 0.03548 1.63251 0.0040
N 2.50716 0.85717 0.70917 0.0049
H 0.43653 1.33895 2.90065 0.0007
H -0.48377 -0.00550 2.86981 0.0022
H 1.40981 -1.43417 2.99633 0.0004
H 1.27796 -0.39386 4.41346 -0.0001
H 3.56866 -0.36570 3.70583 0.0001
H 2.89770 1.21370 3.38091 0.0001
H 3.26799 -1.00039 1.29821 0.0006
H 4.37568 0.34200 1.56484 -0.0002
H 2.97845 0.92826 -0.18984 0.0029
H 2.45044 1.80879 1.06838 0.0022
F 6.13323 0.73397 -3.95820 -0.0006
C 4.89259 0.68253 -3.49453 -0.0018
C 4.52508 -0.29633 -2.58788 0.0006
F 5.41597 -1.19231 -2.17591 0.0004
C 3.22725 -0.33094 -2.10633 -0.0005
F 2.92697 -1.28397 -1.21044 0.0016
C 2.25482 0.58716 -2.49194 0.0055
S 0.57289 0.51695 -1.97166 -0.0013
C 2.66614 1.56121 -3.39975 -0.0015
F 1.79741 2.49288 -3.81204 -0.0004
C 3.95417 1.61828 -3.89974 0.0004
F 4.29870 2.57320 -4.75665 0.0003
Br -3.18458 -0.01514 -2.39646 0.0003
C -4.49857 0.53254 -1.14074 0.0000
C -5.82370 0.18872 -1.37006 0.0000
C -6.75475 0.58816 -0.42903 0.0000
C -6.33024 1.30669 0.68131 0.0000
C -4.98514 1.60051 0.79644 0.0000
N -4.06980 1.22110 -0.10258 -0.0001
H -6.10185 -0.37300 -2.24917 0.0000
H -7.79961 0.34083 -0.56084 0.0000
H -7.02703 1.63365 1.43961 0.0000
H -4.61051 2.15767 1.64710 0.0000
C 0.95258 -3.94145 -1.38337 0.0003
N 1.37366 -4.47426 -0.10011 0.0011
C 0.80679 -5.78839 0.13285 0.0000
C 1.21966 -3.53186 1.00156 0.0003
C -0.13467 -2.85515 1.09857 0.0027
C -1.26808 -3.57275 1.47805 0.0011
C -2.53438 -2.99953 1.45323 0.0137
C -2.69851 -1.68449 1.04528 -0.0005
C -1.56181 -0.96333 0.70209 0.0068
C -0.28837 -1.51822 0.73019 -0.0452
H 1.30117 -4.60353 -2.17691 0.0000
H 1.38469 -2.95600 -1.54078 0.0001
H -0.14109 -3.84881 -1.47199 0.0001
H 1.18321 -6.47634 -0.62540 0.0000
H -0.29234 -5.81056 0.07749 0.0000
H 1.11613 -6.16184 1.10970 0.0000
H 1.97550 -2.74988 0.87394 0.0001
H 1.44946 -4.06741 1.92693 0.0003
H -1.16282 -4.59967 1.80515 -0.0005
H -3.39422 -3.58410 1.75311 0.0007
H -3.67970 -1.23089 1.00945 -0.0002
H -1.71750 0.09780 0.41614 -0.0007
C -1.92748 3.32609 -1.40177 0.0010
As -0.51085 3.58490 -0.15450 0.0022
C -1.04510 4.95085 1.07237 -0.0007
C 1.04183 4.20141 -1.08680 0.0004
O -0.12976 2.24093 0.78824 0.0225
H -2.17111 4.28935 -1.85033 0.0001
H -2.78519 2.92357 -0.86410 0.0000
H -1.60224 2.62396 -2.16351 -0.0002
H -1.31677 5.85294 0.52649 -0.0001
H -0.22288 5.16531 1.75220 0.0001
H -1.90263 4.59138 1.63777 0.0000
H 0.80931 5.14134 -1.58581 0.0000
H 1.31901 3.45608 -1.82967 0.0001
H 1.85161 4.35979 -0.37628 0.0001
```